No. 1
DFT (ωB97M-V/def2-TZVPD) results for 2 unconnected molecules or ions with the total composition C3H13N4 in a non-equilibrium geometry.

Element x y z (Å)
C 1.35 -0.44 1.55
N 1.09 -1.34 0.32
C -0.01 -2.30 0.54
H 2.24 0.19 1.35
H 0.48 0.21 1.65
H 1.46 -1.03 2.47
H 1.99 -1.90 0.20
H 0.72 -0.71 -0.54
H 0.25 -2.87 1.55
H -0.03 -3.10 -0.22
H -0.92 -1.79 0.62
N -1.85 1.88 -1.82
C -0.72 1.51 -1.11
N -0.37 2.32 -0.08
N 0.07 0.49 -1.42
H -2.40 1.14 -2.23
H -2.40 2.62 -1.39
H -1.08 2.93 0.34
H 0.36 2.01 0.55
H -0.22 0.15 -2.34

Output
E_LUMO = -2.74 eV
Multiplicity = 1
Relative energy (zero: lowest compared OMol25 entry of this formula, charge and spin) = 26.25 kcal/mol
Total charge = +1
E_tot = -9276.4060 eV
F_max = 0.08750 Eh/bohr
E_HOMO = -13.25 eV

=====

No. 2
DFT (ωB97M-V/def2-TZVPD) results for a single C4H7NO molecule in a non-equilibrium geometry.

Element x y z (Å)
C -0.43 1.83 -0.20
O 0.99 1.53 0.37
C 1.04 0.24 0.75
C 0.07 -0.54 0.30
C -0.36 -1.89 0.17
N -0.40 -0.96 -0.99
H -0.17 2.74 -0.70
H -0.97 1.16 -0.93
H -1.12 1.97 0.65
H 1.86 -0.12 1.39
H 0.41 -2.65 0.26
H -1.36 -2.18 0.49
H 0.45 -1.12 -1.56

Output
E_LUMO = 0.90 eV
Multiplicity = 1
Relative energy (zero: lowest compared OMol25 entry of this formula, charge and spin) = 112.74 kcal/mol
Total charge = 0
Structure (SMILES) = CO/C=C1/CN1
E_tot = -7794.7555 eV
F_max = 0.04311 Eh/bohr
E_HOMO = -7.88 eV

=====

No. 3
DFT (ωB97M-V/def2-TZVPD) results for a molecular structure, C13H11NO3S in a non-equilibrium geometry.

Element x y z (Å)
O -5.01 1.20 0.64
O -2.23 -1.56 -1.29
O -1.52 -3.17 0.48
C -4.19 0.42 1.12
C 4.15 1.70 -1.14
C 0.85 -1.00 1.14
C 3.33 1.85 -2.26
C -0.04 -0.91 0.04
C 3.79 0.93 -0.04
C 2.07 -0.33 1.10
C 2.05 1.26 -2.24
C 0.31 -0.09 -1.06
C 2.48 0.39 -0.01
C 1.59 0.53 -1.11
N -2.86 0.63 1.15
C -4.18 -1.07 1.31
C -2.63 -0.84 1.33
S -1.64 -1.77 0.03
H 5.10 2.23 -1.12
H 0.64 -1.57 2.03
H 3.56 2.46 -3.13
H 4.52 0.84 0.77
H 2.71 -0.43 1.97
H 1.41 1.37 -3.12
H -0.37 -0.01 -1.93
H -2.53 1.10 0.31
H -4.59 -1.67 0.49
H -4.56 -1.38 2.26
H -2.18 -1.08 2.29

Output
E_LUMO = -0.44 eV
Multiplicity = 1
Relative energy (zero: lowest compared OMol25 entry of this formula, charge and spin) = 0.00 kcal/mol
Total charge = 0
E_tot = -32125.6855 eV
F_max = 0.11688 Eh/bohr
E_HOMO = -8.87 eV

=====

No. 4
DFT (ωB97M-V/def2-TZVPD) results for 24 unconnected molecules or ions with the total composition H48O24 in a non-equilibrium geometry.

Element x y z (Å)
O 10.10 6.85 11.95
H 10.67 7.53 12.29
H 10.50 6.54 11.11
O 11.15 9.94 6.86
H 10.30 10.01 6.39
H 11.05 10.55 7.60
O 9.22 15.06 11.29
H 9.83 15.63 11.79
H 9.51 14.16 11.49
O 15.05 9.66 6.40
H 15.34 9.77 5.47
H 14.61 10.51 6.56
O 14.69 8.08 12.71
H 14.70 7.91 11.74
H 13.79 8.40 12.88
O 11.39 11.45 14.10
H 12.16 12.02 13.94
H 11.34 11.39 15.04
O 14.73 7.61 9.67
H 14.97 6.79 10.10
H 14.05 7.39 8.99
O 12.72 15.11 8.62
H 13.13 15.90 8.22
H 11.78 15.35 8.74
O 8.29 11.39 8.25
H 9.13 11.34 8.79
H 7.60 11.50 8.90
O 15.24 11.66 10.40
H 15.21 10.81 10.85
H 15.95 11.54 9.75
O 5.55 8.84 9.12
H 6.46 8.45 9.08
H 5.67 9.80 9.17
O 10.90 5.89 9.15
H 10.41 5.06 9.18
H 11.67 5.83 8.55
O 11.96 8.58 13.51
H 12.17 8.33 14.40
H 11.70 9.51 13.58
O 8.54 10.45 5.73
H 8.33 10.76 6.62
H 8.44 11.23 5.17
O 12.65 7.56 7.53
H 12.00 8.28 7.45
H 13.31 7.73 6.82
O 6.65 12.04 12.95
H 6.08 12.63 13.46
H 6.38 11.14 13.24
O 7.82 13.64 7.05
H 8.09 12.75 7.37
H 7.25 13.49 6.29
O 12.58 9.52 10.14
H 13.29 8.85 10.10
H 13.03 10.39 10.34
O 10.17 15.75 8.51
H 9.83 15.23 7.75
H 9.63 15.51 9.27
O 13.26 13.30 13.50
H 14.17 13.55 13.62
H 13.02 13.62 12.59
O 13.07 13.39 10.94
H 12.75 13.88 10.19
H 13.85 12.88 10.65
O 9.76 12.29 12.10
H 8.80 12.11 12.25
H 10.20 12.03 12.91
O 6.05 11.81 9.96
H 5.80 11.69 10.89
H 5.73 12.67 9.67
O 10.42 11.01 9.71
H 10.75 10.14 10.05
H 10.49 11.64 10.45

Output
E_LUMO = -0.16 eV
Multiplicity = 1
Relative energy (zero: lowest compared OMol25 entry of this formula, charge and spin) = 23.25 kcal/mol
Total charge = 0
E_tot = -49923.0809 eV
F_max = 0.03235 Eh/bohr
E_HOMO = -10.20 eV

=====

No. 5
DFT (ωB97M-V/def2-TZVPD) results for a molecular structure, C36H54F6KN5O4S2Sb in a non-equilibrium geometry.

Element x y z (Å)
K 1.38 -1.04 -1.23
C -1.50 -2.00 -2.95
N -0.07 -2.26 -3.19
C 0.42 -1.54 -4.36
C 0.22 -0.03 -4.27
C 0.02 0.70 -5.44
C -0.19 2.07 -5.35
C -0.18 2.67 -4.10
C 0.04 1.86 -3.00
N 0.24 0.55 -3.07
C 0.20 -3.69 -3.27
C 0.78 -4.31 -2.01
C 0.08 -5.25 -1.28
C 0.71 -5.87 -0.21
C 2.02 -5.52 0.08
C 2.62 -4.53 -0.68
N 2.03 -3.93 -1.71
C -2.02 -2.40 -1.58
C -3.23 -3.10 -1.55
C -3.94 -3.02 -0.31
C -3.38 -2.49 0.78
C -1.92 -2.11 0.79
N -1.36 -1.89 -0.56
H -1.66 -0.93 -3.02
H -2.10 -2.47 -3.75
H 1.49 -1.73 -4.45
H -0.06 -1.88 -5.29
H 0.00 0.19 -6.39
H -0.35 2.66 -6.25
H -0.34 3.73 -3.97
H 0.07 2.28 -2.01
H -0.72 -4.24 -3.55
H 0.94 -3.86 -4.06
H -0.95 -5.46 -1.53
H 0.19 -6.61 0.38
H 2.55 -5.97 0.91
H 3.62 -4.18 -0.45
H -3.70 -3.42 -2.47
H -4.98 -3.34 -0.27
H -3.95 -2.36 1.70
H -1.81 -1.17 1.34
F 5.41 1.70 1.05
C 5.43 0.36 1.02
F 5.00 -0.09 2.21
F 6.69 -0.04 0.85
S 4.31 -0.30 -0.28
O 3.04 0.38 -0.08
O 4.31 -1.73 -0.10
N 5.11 0.19 -1.57
S 4.33 0.10 -2.95
O 5.17 -0.14 -4.07
O 3.12 -0.69 -2.79
C 3.78 1.83 -3.24
F 3.01 2.29 -2.24
F 4.84 2.64 -3.35
F 3.08 1.90 -4.38
C -2.40 3.15 4.27
C -1.74 1.90 3.68
C -2.76 0.75 3.68
C -0.58 1.50 4.60
Sb -0.98 1.97 1.64
C -2.66 2.86 0.55
C -3.30 1.63 -0.10
C -3.71 3.60 1.37
C -2.18 3.80 -0.55
C 0.62 3.47 1.81
C 0.33 4.68 2.68
C 1.83 2.70 2.36
C 1.04 3.95 0.41
H -2.44 3.04 5.36
H -3.42 3.27 3.92
H -1.86 4.07 4.05
H -3.14 0.60 4.70
H -2.34 -0.19 3.34
H -3.63 0.97 3.05
H -0.99 1.21 5.58
H 0.10 2.33 4.77
H -0.01 0.65 4.23
H -3.63 0.88 0.62
H -2.62 1.10 -0.78
H -4.19 1.93 -0.68
H -4.22 2.94 2.07
H -4.47 3.99 0.69
H -3.30 4.44 1.93
H -1.39 3.38 -1.17
H -1.83 4.75 -0.15
H -3.03 4.02 -1.22
H 0.20 4.41 3.73
H -0.57 5.22 2.37
H 1.17 5.38 2.63
H 1.66 2.28 3.35
H 2.68 3.38 2.43
H 2.12 1.88 1.70
H 0.33 4.64 -0.04
H 1.19 3.11 -0.28
H 2.00 4.46 0.49
C 0.91 -3.69 2.96
C 0.38 -2.89 1.78
C 0.69 -1.41 1.92
C -1.12 -3.16 1.58
H 1.99 -3.57 3.08
H 0.71 -4.76 2.84
H 0.43 -3.37 3.89
H 0.90 -3.25 0.89
H 0.14 -0.94 2.74
H 0.38 -0.92 1.00
H 1.76 -1.25 2.08
H -1.59 -3.26 2.57
H -1.26 -4.13 1.09

Output
E_LUMO = 2.20 eV
Multiplicity = 1
Relative energy (zero: lowest compared OMol25 entry of this formula, charge and spin) = 19.24 kcal/mol
Total charge = -1
E_tot = -114688.5077 eV
F_max = 0.03598 Eh/bohr
E_HOMO = -2.85 eV

=====

No. 6
DFT (ωB97M-V/def2-TZVPD) results for 2 unconnected molecules or ions with the total composition C3H10N2O3 in a non-equilibrium geometry.

Element x y z (Å)
N -1.84 0.27 0.53
C -0.76 0.94 1.24
C 0.44 0.04 1.61
N 0.88 -0.82 0.52
C 1.50 -0.35 -0.58
O 1.62 -0.96 -1.62
O 1.98 0.90 -0.39
H -2.01 -0.67 0.85
H -1.75 0.36 -0.47
H -0.40 1.75 0.63
H -1.19 1.36 2.15
H 0.16 -0.62 2.43
H 1.24 0.68 1.90
H 0.42 -1.69 0.34
H 2.47 1.16 -1.18
O -1.12 -0.67 -2.96
H -0.27 -0.33 -2.65
H -1.39 -1.35 -2.35

Output
E_LUMO = 0.51 eV
Multiplicity = 1
Relative energy (zero: lowest compared OMol25 entry of this formula, charge and spin) = 2.56 kcal/mol
Total charge = 0
Structure (SMILES) = NCCNC(=O)O.O
E_tot = -12396.6241 eV
F_max = 0.02415 Eh/bohr
E_HOMO = -9.39 eV

=====

No. 7
DFT (ωB97M-V/def2-TZVPD) results for a gas-phase ion, C14H21N2O4 (charge +1) in a non-equilibrium geometry.

Element x y z (Å)
C 0.19 4.93 -0.34
C -0.49 3.89 0.53
C 0.55 2.98 1.26
N 0.32 1.57 0.88
C 1.27 0.63 1.53
C 0.70 -0.78 1.66
O 0.53 -1.32 0.37
C 0.22 -2.65 0.23
C -0.05 -3.51 1.29
C -0.36 -4.83 1.03
C -0.41 -5.28 -0.28
N -0.74 -6.67 -0.54
O -0.77 -7.02 -1.70
O -0.95 -7.38 0.41
C -0.15 -4.43 -1.34
C 0.17 -3.11 -1.08
C 0.30 1.47 -0.60
C -1.00 2.15 -1.09
C -0.86 2.71 -2.50
O -1.45 3.08 -0.12
H 0.94 4.50 -1.00
H -0.55 5.45 -0.94
H 0.68 5.67 0.30
H -1.10 4.41 1.28
H 0.46 3.08 2.34
H 1.57 3.25 0.97
H -0.64 1.34 1.19
H 1.51 1.00 2.53
H 2.18 0.61 0.93
H 1.42 -1.38 2.24
H -0.25 -0.76 2.21
H -0.03 -3.17 2.31
H -0.57 -5.52 1.83
H -0.19 -4.81 -2.35
H 0.38 -2.43 -1.89
H 0.33 0.43 -0.90
H 1.18 1.98 -0.98
H -1.81 1.41 -1.11
H -0.74 1.88 -3.20
H 0.00 3.37 -2.61
H -1.76 3.26 -2.76

Output
E_LUMO = -2.78 eV
Multiplicity = 1
Relative energy (zero: lowest compared OMol25 entry of this formula, charge and spin) = 0.00 kcal/mol
Total charge = +1
Structure (SMILES) = C[C@@H]1C[N@H+](CCOc2ccc([N+](=O)[O-])cc2)C[C@H](C)O1
E_tot = -26019.2961 eV
F_max = 0.02172 Eh/bohr
E_HOMO = -12.22 eV

=====

No. 8
DFT (ωB97M-V/def2-TZVPD) results for a molecular structure, C3H9B3ClLuNO3 in a non-equilibrium geometry.

Element x y z (Å)
C 1.56 0.94 0.92
C 2.15 0.12 -0.28
Cl 2.10 1.20 -1.82
C 1.51 -1.24 -0.50
B -0.06 -1.21 -0.30
O -0.72 -2.20 0.30
B -2.10 -2.00 0.52
O -2.71 -0.74 0.35
B -1.94 0.18 -0.21
N -2.23 1.66 -0.30
O -0.74 -0.07 -0.80
H 0.48 1.26 0.80
H 1.70 0.47 1.89
H 2.14 1.88 0.97
H 3.20 -0.03 -0.05
H 1.71 -1.54 -1.53
H 1.94 -2.02 0.12
H -2.75 -2.90 0.91
H -2.33 1.99 0.67
H -3.16 1.81 -0.70
Lu 0.24 2.46 -0.96

Output
E_LUMO = -14.61 eV
Multiplicity = 1
Total charge = +3
E_tot = -59037.0591 eV
F_max = 0.05428 Eh/bohr
E_HOMO = -22.35 eV

=====

No. 9
DFT (ωB97M-V/def2-TZVPD) results for 2 unconnected molecules or ions with the total composition C6H10O.

Element x y z (Å)
C -0.33 1.96 0.91
C -0.88 0.80 0.68
C -1.33 -0.40 0.42
C -2.00 -0.81 -0.85
O -1.22 -1.46 1.30
H 0.70 2.15 0.62
H -0.87 2.78 1.39
H -3.02 -1.16 -0.65
H -2.04 0.02 -1.55
H -1.45 -1.64 -1.31
H -0.77 -1.14 2.10
C 2.67 0.26 -0.37
C 1.73 -0.63 -0.65
H 3.15 0.31 0.61
H 3.01 0.98 -1.11
H 1.38 -1.36 0.08
H 1.25 -0.67 -1.63

Output
E_LUMO = 0.88 eV
Multiplicity = 1
Relative energy (zero: lowest compared OMol25 entry of this formula, charge and spin) = 54.77 kcal/mol
Total charge = 0
Structure (SMILES) = C=C=C(C)O.C=C
E_tot = -8428.8653 eV
F_max = 0.00776 Eh/bohr
E_HOMO = -8.60 eV

=====

No. 10
DFT (ωB97M-V/def2-TZVPD) results for a molecular structure, C51H40Cl2N6O2Sb2V in a non-equilibrium geometry.

Element x y z (Å)
V -0.31 -0.44 0.40
Cl 4.59 -4.98 -0.36
C 3.17 -4.03 -0.59
C 2.95 -2.93 0.23
C 1.82 -2.15 0.03
N 1.36 -1.12 0.81
C 2.15 -0.29 1.52
O 3.36 -0.16 1.42
C 1.36 0.43 2.57
C 2.08 1.14 3.54
C 1.40 1.59 4.65
C 0.05 1.28 4.76
C -0.61 0.64 3.72
N 0.03 0.25 2.62
C 0.93 -2.43 -1.03
C 1.14 -3.56 -1.82
C 2.25 -4.35 -1.58
Cl 2.49 -5.77 -2.54
N -0.03 -1.47 -1.21
C -1.08 -1.72 -2.05
O -1.84 -2.67 -1.93
C -1.16 -0.82 -3.23
C -1.82 -1.31 -4.36
C -1.77 -0.57 -5.52
C -1.04 0.61 -5.52
C -0.41 1.01 -4.35
N -0.48 0.32 -3.22
H 3.64 -2.69 1.03
H 3.14 1.28 3.40
H 1.91 2.14 5.43
H -0.47 1.54 5.67
H -2.58 1.15 3.17
H 0.44 -3.82 -2.60
H -2.34 -2.24 -4.29
H -2.28 -0.90 -6.41
H -0.97 1.22 -6.41
H 0.17 1.92 -4.31
C -3.34 3.12 -0.31
C -2.91 4.39 0.39
C -2.32 4.22 1.78
Sb -0.31 3.33 1.62
C -2.11 0.37 3.80
C -2.44 -1.01 3.19
C -3.46 -1.81 3.93
C -3.93 -1.49 5.13
C -3.53 -0.26 5.77
C -2.69 0.59 5.17
C 0.60 4.80 2.91
C 1.82 5.35 2.54
C 2.44 6.28 3.35
C 1.85 6.67 4.54
C 0.64 6.11 4.92
C 0.03 5.17 4.12
Sb -1.85 1.59 -0.92
C -0.39 2.91 -1.77
C 0.94 2.54 -1.59
C 1.97 3.34 -2.07
C 1.67 4.53 -2.72
C 0.35 4.91 -2.89
C -0.68 4.10 -2.41
C -3.20 1.20 -2.57
C -3.24 2.01 -3.70
C -4.17 1.78 -4.69
C -5.08 0.74 -4.56
C -5.05 -0.06 -3.44
C -4.11 0.17 -2.44
H -3.82 3.39 -1.25
H -4.09 2.60 0.30
H -3.80 5.03 0.47
H -2.19 4.94 -0.23
H -2.97 3.60 2.40
H -2.20 5.19 2.26
H -1.52 -1.62 3.23
H -3.74 -2.75 3.46
H -4.62 -2.14 5.64
H -3.94 -0.03 6.74
H -2.47 1.54 5.63
H 2.27 5.06 1.60
H 3.39 6.71 3.05
H 2.33 7.41 5.17
H 0.19 6.41 5.86
H -0.91 4.73 4.42
H 1.18 1.61 -1.08
H 3.00 3.04 -1.93
H 2.46 5.15 -3.10
H 0.12 5.83 -3.40
H -1.71 4.42 -2.53
H -2.52 2.81 -3.81
H -4.20 2.43 -5.56
H -5.81 0.56 -5.34
H -5.76 -0.86 -3.32
H -4.08 -0.49 -1.58
N -6.36 -3.42 -0.35
C -5.38 -3.10 0.17
C -4.19 -2.64 0.76
C -4.09 -1.37 1.21
C -2.76 -0.85 1.66
N -1.69 -1.47 0.92
C -1.81 -2.81 0.77
C -3.00 -3.46 0.75
H -4.93 -0.68 1.19
H -2.75 0.23 1.44
H -0.89 -3.36 0.59
H -3.06 -4.52 0.56

Output
E_LUMO (alpha / beta) = -0.61 / -1.18 eV
Multiplicity = 4
Total charge = 0
E_tot = -130376.8994 eV
Expectation value of S² = 3.781
F_max = 0.04337 Eh/bohr
E_HOMO (alpha / beta) = -7.25 / -7.40 eV

=====

No. 11
DFT (ωB97M-V/def2-TZVPD) results for a molecular structure, C6H10O3 in a non-equilibrium geometry.

Element x y z (Å)
C 1.82 0.06 0.21
C -0.30 -0.02 -1.76
C -0.13 0.16 -0.32
C -0.49 0.39 0.86
C -2.34 0.29 0.50
C -3.04 -0.70 1.04
O 2.51 0.96 -0.63
O 2.17 0.31 1.54
O 2.19 -1.21 -0.18
H 2.22 1.85 -0.37
H 3.09 0.00 1.65
H 3.04 -1.12 -0.65
H -0.29 0.33 1.91
H -2.80 1.13 0.00
H -0.69 -1.01 -1.98
H -0.97 0.74 -2.17
H 0.67 0.09 -2.25
H -2.55 -1.55 1.52
H -4.13 -0.69 1.08

Output
E_LUMO = 0.65 eV
Multiplicity = 1
Relative energy (zero: lowest compared OMol25 entry of this formula, charge and spin) = 127.18 kcal/mol
Total charge = 0
E_tot = -12521.2579 eV
F_max = 0.16713 Eh/bohr
E_HOMO = -7.85 eV

=====

What did the second record say?
DFT (ωB97M-V/def2-TZVPD) results for a single C4H7NO molecule in a non-equilibrium geometry.

Element x y z (Å)
C -0.43 1.83 -0.20
O 0.99 1.53 0.37
C 1.04 0.24 0.75
C 0.07 -0.54 0.30
C -0.36 -1.89 0.17
N -0.40 -0.96 -0.99
H -0.17 2.74 -0.70
H -0.97 1.16 -0.93
H -1.12 1.97 0.65
H 1.86 -0.12 1.39
H 0.41 -2.65 0.26
H -1.36 -2.18 0.49
H 0.45 -1.12 -1.56

Output
E_LUMO = 0.90 eV
Multiplicity = 1
Relative energy (zero: lowest compared OMol25 entry of this formula, charge and spin) = 112.74 kcal/mol
Total charge = 0
Structure (SMILES) = CO/C=C1/CN1
E_tot = -7794.7555 eV
F_max = 0.04311 Eh/bohr
E_HOMO = -7.88 eV